Here is a single C21H26FN3OS molecule from OMol25. Energies are from wB97M-V/def2-TZVPD.

Output
ΔE to the lowest compared entry with this formula, charge and spin ... 16.9 kcal/mol
SMILES string ... Cc1ccccc1NC(=S)N(CCN1CCOCC1)Cc1ccccc1F
HOMO energy ... -7.72 eV
Maximum force ... 0.0163 Eh/bohr
E_tot ... -42269.4725 eV
LUMO ... 0.61 eV
Gap between HOMO and LUMO ... 8.33 eV

Structure (ORCA input):
```
! wB97M-V def2-TZVPD RIJCOSX def2/J DEFGRID3
* xyz 0 1
F -0.18 -2.82 0.74
C 4.11 -1.04 -0.25
C 1.16 -0.29 -0.49
S 1.54 -0.85 -2.00
H -1.79 -4.63 1.51
C 5.48 -1.12 -0.35
C -2.03 -1.79 -0.34
C 5.67 1.12 0.48
C 6.27 -0.04 0.01
H 7.34 -0.10 -0.07
C -2.98 3.63 -1.19
H -2.90 2.90 -2.00
H 6.28 1.96 0.76
N -1.89 2.12 0.36
C -1.21 -0.67 -0.90
H -0.87 3.52 -0.79
H -3.24 2.71 1.88
H 3.49 -1.89 -0.52
C -3.40 -1.85 -0.60
H -0.75 -1.00 -1.85
H 4.40 3.26 1.20
C -4.30 2.21 0.06
H -3.84 -1.07 -1.20
N -0.12 -0.26 -0.04
H -1.85 0.19 -1.11
O -4.22 3.48 -0.53
H -4.23 -4.70 1.01
H 1.81 0.82 1.09
C -1.49 -2.82 0.43
H 0.23 0.02 2.01
C -0.52 0.27 1.24
H -3.25 0.97 1.47
N 2.11 0.21 0.34
H 5.94 -2.03 -0.71
C -4.18 -2.88 -0.13
H -1.44 -0.23 1.53
H -1.84 4.23 0.54
H -4.27 1.43 -0.71
H 3.16 2.33 2.04
H 0.13 2.27 0.76
C -0.75 1.79 1.20
C -3.16 1.98 1.06
C 3.65 2.49 1.08
C -3.62 -3.89 0.64
C -2.26 -3.86 0.92
C -1.81 3.44 -0.23
H -0.87 2.17 2.23
C 4.29 1.22 0.58
H -5.24 -2.90 -0.35
C 3.50 0.12 0.20
H 2.91 2.85 0.37
H -5.27 2.17 0.57
H -2.98 4.64 -1.61
*
```